The following is a DFT calculation (the ωB97M-V functional and the def2-TZVPD basis) of a molecular structure, C8H18B3BrO10.

The geometry in ORCA input format:
```
! RIJCOSX wB97M-V def2-TZVPD def2/J DEFGRID3
* xyz 0 1
O -2.270 -2.441 -5.140
B -1.628 -3.666 -5.009
O -0.228 -3.825 -5.217
B 0.247 -4.223 -3.929
O -0.311 -5.423 -3.391
B -1.703 -5.176 -3.369
Br -2.743 -5.198 -1.674
O -2.316 -4.863 -4.612
H -3.212 -2.625 -5.087
H 1.026 -3.543 -3.355
C -1.437 1.728 -0.892
C -1.792 0.377 -1.480
O -1.488 -0.684 -0.564
C -2.372 -0.860 0.418
O -3.380 -0.232 0.587
O -1.928 -1.848 1.200
C -2.741 -2.086 2.348
H -0.397 1.739 -0.558
H -1.580 2.518 -1.629
H -2.055 1.954 -0.023
H -1.190 0.195 -2.370
H -2.839 0.333 -1.783
H -3.783 -2.237 2.070
H -2.649 -1.257 3.050
H -2.372 -2.992 2.825
C 3.878 5.084 2.983
C 2.448 4.685 2.679
O 2.400 3.556 1.798
C 2.624 2.376 2.375
O 2.843 2.185 3.539
O 2.583 1.440 1.424
C 2.893 0.127 1.891
H 4.436 5.243 2.059
H 3.904 6.001 3.574
H 4.394 4.302 3.541
H 1.943 5.499 2.159
H 1.885 4.484 3.591
H 2.274 -0.145 2.745
H 3.950 0.062 2.150
H 2.687 -0.564 1.076
*
```

## Properties
frontier orbital gap = 11.003 eV

Just the Mulliken charges please, in e? Sure, here they are: -0.48, 0.57, -0.37, 0.43, -0.33, 0.47, -0.23, -0.30, 0.31, -0.06, -1.09, -0.15, -0.34, 0.74, -0.55, -0.31, -0.67, 0.25, 0.36, 0.31, 0.29, 0.32, 0.31, 0.30, 0.23, -1.10, -0.19, -0.35, 0.76, -0.55, -0.32, -0.65, 0.29, 0.36, 0.31, 0.29, 0.31, 0.30, 0.31, 0.22